49
Properties=species:S:1:pos:R:3:forces:R:3 method="wB97M-V/def2-TZVPD" total_charge=0 energy_ha=-1766.39411 lumo_energy_ev=-0.072 spin_multiplicity=1 gap_ev=8.4
C -0.17582 2.83295 -6.90152 0.36 -0.05 1.55
F 2.39550 0.88624 -5.97707 -1.94 -0.60 0.11
F 0.76056 -0.65646 -5.40916 0.95 0.53 -0.64
F 2.71954 -0.48296 -4.43548 -1.63 0.32 0.61
S 0.57707 3.46646 0.94250 -1.15 -2.59 -1.06
N -1.03874 -1.03708 -1.09154 1.68 0.86 3.62
N 0.02894 2.68377 -5.74598 -0.49 -0.10 -1.64
C 0.12480 1.80528 0.71070 2.05 1.07 0.50
C -0.37997 -0.27872 -0.17084 -2.89 -2.83 -3.13
C -0.60340 3.05265 -3.46738 1.00 -0.91 -1.21
C -0.65469 2.70416 -2.14640 -1.08 0.23 1.48
C 0.51460 1.15785 4.17019 0.17 0.36 1.49
C 2.42880 1.38289 2.70640 -2.13 -1.07 -0.52
C 1.38122 1.38768 5.28645 0.20 -0.07 -0.68
C 3.28447 1.64807 3.80231 -1.13 -0.98 -2.60
C 0.85049 0.94338 -2.72666 -0.07 -1.57 2.16
C 0.11763 2.27758 -4.41540 -0.72 2.48 -0.85
C 0.04475 1.58167 -1.72037 1.27 0.44 -5.46
C 1.02197 1.10510 2.86002 0.68 1.25 2.77
C 2.76812 1.61103 5.10276 -2.17 -0.43 -2.77
C 0.93194 1.25197 -4.06226 0.77 -1.83 0.76
N 0.01829 1.03153 -0.50843 -0.52 -0.06 5.51
N 0.08211 0.93092 1.79829 1.59 0.14 -2.34
C -1.65745 -2.42050 -0.73819 0.49 0.68 0.78
C 3.66364 1.88432 6.15906 1.07 2.45 2.40
C 1.68419 0.22876 -4.99378 1.26 1.34 0.42
C -1.02059 -2.13878 2.45675 0.88 0.69 1.37
C 0.37762 -1.67553 1.94222 0.30 -1.64 1.03
C -1.58199 -0.82238 2.00564 -2.67 0.52 -1.14
C -0.22632 -0.43085 1.32614 -2.22 1.01 0.19
H -1.08510 3.92127 -3.85030 -0.48 0.40 -0.11
H -1.33067 3.25489 -1.44674 0.88 -0.46 -0.67
H -0.56922 1.12018 4.45825 1.05 -0.18 -0.87
H 2.63647 1.27664 1.62491 1.07 0.54 0.82
H 0.96653 1.43613 6.32620 0.36 -0.07 -1.15
H 4.33960 1.78785 3.50039 -0.60 0.12 0.85
H 1.33446 -0.00490 -2.44272 -0.05 0.64 0.18
H -1.79924 -2.95589 -1.65050 0.01 0.06 -0.96
H -2.69282 -2.39585 -0.28814 1.15 0.58 -0.28
H -1.06049 -3.15678 -0.13728 -0.14 1.14 -0.17
H 4.50943 2.51555 5.80612 -0.83 0.24 0.39
H 3.05890 2.36338 6.98610 1.29 -0.49 -0.46
H 4.21285 1.04392 6.47436 0.22 -1.46 0.90
H -1.11345 -2.11462 3.53823 0.29 -0.87 0.19
H -1.39767 -3.04414 2.03192 -0.28 -0.39 -0.18
H 1.06737 -1.49543 2.78405 -0.08 0.07 -0.63
H 0.76230 -2.44975 1.27605 0.49 0.59 -0.22
H -1.86417 -0.15392 2.88135 0.45 -0.66 -1.36
H -2.48267 -0.92985 1.29843 1.30 0.58 1.03